Here is a 2-piece molecular cluster, C5H14OS2 overall at a distorted geometry from the OMol25 dataset. Energies are from wB97M-V/def2-TZVPD.

```
22
Properties=species:S:1:pos:R:3:forces:R:3:nbo_charge:R:1
C 0.396302 2.466577 -1.531815 1.7955 -0.5310 -1.0787 -0.409
C -0.489945 3.721958 -1.699847 1.8101 -0.4201 -0.9422 -0.616
C 0.477181 1.897189 -0.110417 0.2285 2.6331 0.6097 -0.561
S 1.544666 0.411046 -0.262672 -2.5767 0.7406 -3.5712 0.115
S 2.259491 -0.294271 1.311265 2.6074 -0.7183 4.3977 0.112
C 1.372900 -1.615698 2.172108 -3.7412 -2.0225 -2.4322 -0.572
C -0.192434 -1.412829 2.330429 -0.4359 -0.1986 -1.0349 -0.624
H -0.008641 1.689873 -2.137347 -0.6973 -0.6446 -0.7304 0.200
H 1.511516 2.450834 -1.931612 -2.1555 0.9206 0.6447 0.209
H -0.074428 4.673931 -1.460725 1.1305 0.6610 -0.2469 0.211
H -1.063810 3.814292 -2.605863 0.4615 -0.2171 -0.8790 0.219
H -1.241453 3.724820 -1.021564 -2.5018 -0.6902 2.5605 0.205
H -0.536851 1.972167 0.351546 0.7213 -1.1752 -0.1825 0.221
H 1.047123 2.717047 0.378871 -0.0580 -0.8163 0.4796 0.209
H 1.694732 -1.869348 3.129582 1.4983 0.5839 1.6554 0.233
H 1.452583 -2.614716 1.639713 0.2655 1.1999 0.1388 0.206
H -0.684795 -2.214897 3.010119 1.0019 1.6142 -0.8585 0.220
H -0.393726 -0.346302 2.615755 -0.0584 -1.1246 0.2421 0.212
H -0.699314 -1.546529 1.315676 0.7023 0.2025 1.2279 0.210
H -2.040628 -5.286626 -2.276853 1.6275 2.7977 -1.7347 0.457
H -1.786813 -6.393593 -1.309481 -2.8718 1.2580 -1.9150 0.462
O -2.543656 -5.944925 -1.906869 1.2465 -4.0529 3.6499 -0.919
```
Forces are in eV/Å.

As for the net charge: 0.

***

Here is a 2-piece molecular cluster, C5H14OS2 overall at a distorted geometry from the OMol25 dataset. Energies are from wB97M-V/def2-TZVPD.

```
22
Properties=species:S:1:pos:R:3:forces:R:3:nbo_charge:R:1
C 1.633835 -0.098309 -0.524365 -2.2630 -1.3737 -0.4648 -0.400
C 2.845158 -0.531499 -1.257687 0.0910 0.6344 -2.9507 -0.608
C 1.532408 1.397758 -0.735736 1.0300 -0.8973 -0.7118 -0.592
S 0.301917 2.121106 0.288838 -0.2142 1.7536 1.6651 0.089
S -1.636091 1.904579 -0.319701 0.5670 -0.3056 -0.4777 0.128
C -1.636242 0.110282 -0.376544 -0.0075 -1.7946 -0.7548 -0.561
C -3.035083 -0.502158 -0.323603 -0.1825 -0.0706 -2.8122 -0.621
H 0.664757 -0.754739 -0.950745 2.6770 1.9265 1.3537 0.197
H 1.806597 -0.325021 0.563605 -0.6353 0.1360 -0.9135 0.214
H 3.748451 -0.151468 -0.809236 0.4259 0.0576 0.0922 0.203
H 2.783417 -1.574137 -1.195952 0.8170 -1.7816 -0.3055 0.215
H 2.837741 -0.214799 -2.415053 -0.0242 -0.6937 2.5332 0.192
H 1.446627 1.575940 -1.854430 0.2684 0.3337 1.4281 0.231
H 2.564092 1.689979 -0.266683 -1.9215 0.5377 -1.1191 0.243
H -1.096914 -0.302299 0.534972 -0.2158 0.6294 -1.3564 0.226
H -1.147396 -0.215695 -1.358599 -0.4682 0.4725 1.5757 0.210
H -3.084993 -1.568913 -0.624369 0.2542 0.7068 -0.1360 0.218
H -3.341420 -0.475159 0.627326 -1.0220 -0.1311 4.0271 0.200
H -3.880669 0.050352 -0.780156 0.8201 -0.1550 -0.6407 0.214
H -1.659369 -1.184180 3.621529 -0.4064 0.0461 -0.2944 0.468
H -0.749473 -0.003878 4.016266 -0.1394 -0.1083 -0.1002 0.474
O -0.897349 -0.947742 4.140324 0.5495 0.0772 0.3627 -0.941
```
Forces are in eV/Å.

As for the net charge: 0.

***

Here is a 2-piece molecular cluster, C5H14S overall at a distorted geometry from the OMol25 dataset. Energies are from wB97M-V/def2-TZVPD.

```
20
Properties=species:S:1:pos:R:3:forces:R:3:nbo_charge:R:1
C -0.950685 -3.286863 0.079383 1.4005 -4.5819 -2.8210 -0.610
C -0.467292 -2.106221 -0.508723 2.7625 4.0893 -4.3095 -0.604
H -1.065045 -3.167982 1.043578 -0.6201 0.1712 5.2065 0.201
H -1.832383 -3.715908 -0.327045 -1.1467 0.1316 -0.4514 0.208
H -0.200231 -4.126003 -0.113677 -0.7754 0.8900 0.5396 0.196
H -0.605178 -2.153387 -1.709078 0.3922 0.6483 2.7425 0.200
H 0.629774 -1.883805 -0.318623 -0.6376 -1.1245 -0.5053 0.202
H -0.736280 -1.125241 -0.098102 -1.4512 -0.4217 -0.2942 0.207
C 0.250244 1.922182 1.024509 -1.6501 -3.2999 1.0001 -0.555
C 1.628321 2.422248 1.282111 -1.2175 -0.2807 3.9107 -0.638
C -0.488912 1.212490 -1.656215 3.9931 0.3991 -0.6347 -0.743
S -0.392518 2.618719 -0.490514 -1.0263 -0.3185 -0.6085 0.183
H 0.048376 0.741370 1.299982 0.7301 2.5009 -1.6215 0.216
H -0.364942 2.280309 1.829166 -0.6666 0.6134 0.0428 0.217
H 2.306019 1.667508 1.536692 1.1851 -1.4353 -0.0939 0.209
H 1.444928 2.880084 2.329510 1.3066 0.5922 -1.9834 0.211
H 0.051208 0.389338 -1.094165 -1.1196 0.7157 -1.0287 0.229
H -1.479543 0.999419 -2.007481 -0.2978 -0.2484 -0.0053 0.223
H 0.271542 1.488104 -2.547581 -2.0700 -0.7295 1.7310 0.221
H 1.952597 2.943639 0.446273 0.9086 1.6885 -0.8157 0.228
```
Forces are in eV/Å.

As for the net charge: 0.

***

Here is a 2-piece molecular cluster, C5H14S overall at a distorted geometry from the OMol25 dataset. Energies are from wB97M-V/def2-TZVPD.

```
20
Properties=species:S:1:pos:R:3:forces:R:3:nbo_charge:R:1
C -0.637261 0.873388 -1.850404 -0.9664 -0.0294 0.4877 -0.491
C -1.070612 -0.473485 -2.423268 -1.7309 0.8841 -1.4392 -0.636
C -1.907394 1.356152 0.931836 2.4722 -0.5557 1.1058 -0.782
S -1.836614 1.856166 -0.779777 0.1430 -0.6096 -1.1939 0.154
H 0.341218 0.693954 -1.390214 -0.1367 0.7762 0.0059 0.209
H -0.642922 1.618304 -2.660437 0.6966 -0.3352 0.1907 0.224
H -1.994533 -0.417199 -3.048752 0.0466 0.4321 0.9277 0.210
H -1.273053 -1.247146 -1.697289 0.5718 -0.3333 0.0927 0.216
H -1.068577 1.865824 1.444083 -0.9047 0.7072 0.0744 0.215
H -2.885309 1.596406 1.312105 -0.1524 0.1501 0.2259 0.237
H -1.577004 0.364102 1.283531 -0.9036 -0.3964 -1.0374 0.226
H -0.421105 -0.694832 -3.267470 0.8771 -0.7016 0.5746 0.217
C 1.835946 -0.168752 1.697744 0.7137 0.0194 -0.4865 -0.607
C 1.918291 -1.647014 1.381330 -1.8295 -1.0376 0.6175 -0.604
H 2.056717 0.301684 0.732846 0.0132 0.5651 0.3915 0.200
H 0.849060 0.161970 2.027552 0.1744 -0.0810 0.0745 0.201
H 2.622237 0.106455 2.418276 -0.5012 0.1525 -0.1573 0.207
H 1.390109 -2.288230 2.133257 0.5700 0.5273 -0.3484 0.198
H 2.927469 -2.003765 1.306065 0.4986 -0.1071 -0.1795 0.207
H 1.373336 -1.853986 0.448979 0.3484 -0.0272 0.0732 0.198
```
Forces are in eV/Å.

As for the net charge: 0.

***

Here is a 2-piece molecular cluster, C5H14S overall at a distorted geometry from the OMol25 dataset. Energies are from wB97M-V/def2-TZVPD.

```
20
Properties=species:S:1:pos:R:3:forces:R:3:nbo_charge:R:1
C -1.273661 1.576519 -0.527974 0.0089 2.1179 -1.6486 -0.717
C 0.171282 1.514197 -2.876119 -1.4385 -0.3478 2.6378 -0.696
S 0.371862 2.194751 -1.161686 -1.6109 -1.6591 -0.8393 0.151
H -1.583537 0.593633 -0.715501 0.5501 -1.8362 -0.6565 0.210
H -1.155084 1.629485 0.514367 -0.5063 0.6479 1.4131 0.219
H -2.115038 2.154332 -1.015414 0.9980 0.0116 1.0826 0.212
H 0.288217 0.467041 -2.996235 0.4295 -1.0252 0.3684 0.208
H 0.834490 2.025444 -3.421714 2.7690 1.6845 -2.2541 0.210
H -0.777431 1.753743 -3.276792 -1.2349 0.4602 -0.1149 0.206
C -0.053842 -1.231557 1.492725 -2.9673 0.7786 -0.5184 -0.408
C 0.894819 -0.994072 2.636641 1.3705 -3.2501 0.5125 -0.616
C 0.533758 -1.520136 0.098138 1.0461 0.6792 -0.6881 -0.633
H -0.892403 -2.064765 1.550880 1.8022 1.4989 0.9518 0.199
H -0.643699 -0.265529 1.684696 0.2538 -1.0695 -1.6456 0.191
H 1.462347 -1.928511 2.903052 0.0211 0.6310 -0.5378 0.191
H 1.547580 -0.936577 -0.094439 -1.6340 -1.8447 0.5907 0.216
H 0.485120 -2.658329 0.011606 1.1211 1.5328 -0.1609 0.214
H 0.303495 -0.923693 3.531929 -0.0978 1.0408 0.4984 0.215
H 1.653880 -0.223748 2.437180 -0.6805 0.0506 0.2122 0.218
H -0.052156 -1.162232 -0.775341 -0.2001 -0.1013 0.7968 0.210
```
Forces are in eV/Å.

As for the net charge: 0.

***

Here is a 2-piece molecular cluster, C5H14S overall at a distorted geometry from the OMol25 dataset. Energies are from wB97M-V/def2-TZVPD.

```
20
Properties=species:S:1:pos:R:3:forces:R:3:nbo_charge:R:1
C -1.307496 -0.028657 1.552033 -0.6007 -0.5485 1.6712 -0.414
C -2.205157 -0.266332 0.302529 1.2417 2.5739 -2.2806 -0.633
C -1.757790 -1.250674 2.425439 1.7773 3.2234 3.3015 -0.608
H -1.509665 0.897442 2.181758 -0.7720 -0.8087 -1.2324 0.204
H -0.166401 0.192314 1.474838 -1.7947 -1.4762 -0.6471 0.214
H -2.228641 -1.226588 -0.272291 0.5019 0.2561 1.3487 0.218
H -3.270691 0.021479 0.454896 0.8779 -0.0607 0.1237 0.215
H -1.406993 -2.129966 2.014553 0.4520 -2.0166 -0.6219 0.203
H -2.790686 -1.250194 2.712341 -0.9665 -0.0338 -1.0153 0.209
H -1.741936 0.423808 -0.478653 -1.1342 -0.4836 0.4857 0.200
H -1.388750 -1.097248 3.492497 0.4404 -0.6219 -1.1501 0.193
C 1.760915 0.072546 -3.032020 1.0059 -1.7550 -1.6370 -0.765
C 2.675962 1.142734 -0.419953 -0.7282 0.7919 -5.1686 -0.720
S 2.783539 -0.235726 -1.651298 1.3136 -0.7188 2.3762 0.174
H 2.133808 0.905392 -3.656607 0.0938 -0.9863 -0.3049 0.215
H 1.715816 -1.059282 -3.453990 0.3604 2.9871 0.1831 0.250
H 0.775116 0.302116 -2.837496 -2.2873 0.4158 0.8826 0.209
H 2.691937 1.002598 0.567548 -0.2599 -1.5619 3.6764 0.218
H 1.834709 1.716390 -0.742648 -1.2768 0.1250 0.3186 0.214
H 3.402413 1.867846 -0.633474 1.7553 0.6987 -0.3098 0.208
```
Forces are in eV/Å.

As for the net charge: 0.

***

Frontier orbital gap (computed, eV): 9.3 9.0 9.4 9.3 9.6 9.3
LUMO (computed, eV): 0.5 0.6 0.9 0.9 1.0 0.9